# 1
Computed, not measured: a 2-piece molecular cluster, C7H12O overall at a distorted geometry, with wB97M-V/def2-TZVPD.

Summary:
max |F|: 2.3 eV/Å
E_tot: -9499.130 eV
structure (SMILES): C=CC(C=C)=CC.O
orbital gap: 9.3 eV
relative energy (zero: lowest compared OMol25 entry of this formula, charge and spin): 1.689 eV
HOMO energy: -8.779 eV
LUMO level: 0.561 eV
charge: 0

XYZ file:
```
20
Properties=species:S:1:pos:R:3:forces:R:3
C 0.426011 0.681833 2.640050 -0.5 0.4 -0.7
C -0.317997 0.558418 1.542330 0.4 -0.7 -0.7
C 0.195200 0.352652 0.155613 0.1 0.6 0.4
C -0.600139 0.995108 -0.911018 0.2 0.3 0.1
C -1.494954 1.966408 -0.718833 0.2 -0.3 -0.4
C 1.281825 -0.377974 -0.149476 -1.1 -0.8 -0.8
C 1.728541 -0.669630 -1.586062 1.3 0.7 1.7
H 1.486368 0.859719 2.519720 0.1 -0.3 0.3
H -0.040351 0.714434 3.613231 0.2 0.1 0.1
H -1.399861 0.507159 1.528624 -0.1 0.0 0.6
H -0.371810 0.678047 -1.921572 -0.2 0.0 0.0
H -2.020164 2.380087 -1.569339 0.0 0.1 0.1
H -1.707947 2.383883 0.252664 -0.1 0.0 0.1
H 1.755107 -1.013764 0.589196 0.1 0.4 0.4
H 1.080192 -1.352254 -2.120320 -0.1 0.1 -0.2
H 2.720266 -1.103362 -1.433642 -0.1 -0.4 -0.5
H 1.958199 0.273079 -2.082779 -0.5 -0.1 -0.5
O -1.521174 -2.961375 -0.294109 0.3 0.4 0.2
H -0.820020 -2.322129 -0.069754 -0.4 -0.3 -0.1
H -2.337292 -2.550339 0.015477 0.2 0.0 0.0
```
Forces are in eV/Å.

Mulliken atomic charge list, values in e, 2 entries:
1 C -0.879
2 C -0.316


# 2
Computed, not measured: a 3-piece molecular cluster, C7H12O overall at a distorted geometry, with wB97M-V/def2-TZVPD.

Summary:
max |F|: 6.7 eV/Å
E_tot: -9490.954 eV
orbital gap: 9.0 eV
relative energy (zero: lowest compared OMol25 entry of this formula, charge and spin): 9.865 eV
HOMO energy: -8.228 eV
LUMO level: 0.807 eV
charge: 0

XYZ file:
```
20
Properties=species:S:1:pos:R:3:forces:R:3
C 2.003795 0.529575 -0.155058 0.1 -1.9 -2.9
C 0.537756 0.509856 0.419328 2.6 0.8 1.7
C 0.490453 -0.752138 1.173184 -3.0 0.1 -0.2
C 0.068583 -0.902936 -1.112808 1.3 0.5 -2.7
C -0.777417 0.286583 -0.604076 -2.0 -6.2 -1.3
C -2.053483 -0.309543 0.123522 -3.6 2.3 1.4
C -0.401495 1.478423 0.043339 -2.5 5.8 0.6
H 2.399177 -0.617758 -0.274488 -0.7 3.1 0.8
H 2.746064 1.188115 0.239081 0.1 0.4 1.4
H 2.051444 0.879550 -1.235143 -0.4 -0.1 1.1
H -0.401605 -0.995406 1.824894 1.1 0.3 -0.7
H 1.322983 -0.892076 1.731775 2.7 -0.4 1.8
H -0.284517 -1.797452 -1.776291 -0.1 2.2 1.0
H 0.957284 -0.349981 -1.587398 -1.6 -1.9 -0.3
H -3.121512 0.721112 -0.027624 3.3 -3.0 0.5
H -1.622146 -0.152699 1.334562 -2.8 -1.1 -3.2
H -2.980680 -1.484256 -0.311514 3.6 3.3 1.4
H -1.280670 1.846112 0.687489 1.4 -0.9 -0.5
H -0.225882 2.390572 -0.539374 1.1 -0.3 0.1
O 0.571868 -1.575661 0.046598 -0.6 -2.9 -0.1
```
Forces are in eV/Å.

Mulliken atomic charge list, values in e, 2 entries:
1 C -1.435
2 C 0.901


# 3
Computed, not measured: C7H12O in the gas phase at a distorted geometry, with wB97M-V/def2-TZVPD.

Summary:
max |F|: 5.7 eV/Å
E_tot: -9496.618 eV
orbital gap (spin up / spin down): 7.8 / 7.9 eV
relative energy (zero: lowest compared OMol25 entry of this formula, charge and spin): 4.200 eV
HOMO energy (spin up / spin down): -6.916 / -7.010 eV
LUMO level (spin up / spin down): 0.931 / 0.939 eV
charge: 0

XYZ file:
```
20
Properties=species:S:1:pos:R:3:forces:R:3
C -0.815731 0.263105 1.592874 2.8 -2.1 -2.9
C -0.156662 -0.786062 1.058209 -2.1 4.5 -2.9
C -0.961141 1.479476 0.779948 -1.2 2.8 -1.5
C 0.024580 1.658314 -0.403846 0.2 -5.3 1.2
C -0.004877 0.271455 -1.162891 -2.5 0.1 3.6
C 0.186032 -2.163051 1.223849 1.2 0.7 -0.7
C 1.139203 -0.384226 -1.776540 0.8 -1.1 -0.5
O -1.210018 -0.005378 -1.885479 1.2 0.6 0.6
H -1.010101 0.416652 2.581445 -1.0 -0.1 2.9
H -2.008535 1.560194 0.373763 0.6 -0.2 0.3
H -0.866708 2.416276 1.346082 -0.1 -0.3 0.4
H -0.090426 2.451126 -1.036480 -1.1 2.2 -1.7
H 0.999844 1.772094 0.030854 0.7 -0.2 0.2
H 1.065340 -2.102097 1.834371 0.7 -0.8 0.5
H 0.432772 -2.578367 0.242966 0.0 -0.3 0.2
H -0.598912 -2.664670 1.691879 -1.1 -1.3 0.8
H 1.708610 0.332466 -2.306878 1.0 1.0 -0.5
H 0.779070 -1.015184 -2.566834 -0.3 -0.6 -0.3
H 1.853995 -1.009821 -1.196453 -0.8 0.7 0.2
H -1.983213 0.529555 -1.608777 1.0 -0.3 0.2
```
Forces are in eV/Å.

Mulliken atomic charge list, values in e, 2 entries:
1 C -0.702
2 C 0.427


# 4
Computed, not measured: a 2-piece molecular cluster, C7H12O overall at a distorted geometry, with wB97M-V/def2-TZVPD.

Summary:
max |F|: 3.0 eV/Å
E_tot: -9492.559 eV
orbital gap: 4.6 eV
relative energy (zero: lowest compared OMol25 entry of this formula, charge and spin): 8.260 eV
HOMO energy: -6.110 eV
LUMO level: -1.485 eV
charge: 0

XYZ file:
```
20
Properties=species:S:1:pos:R:3:forces:R:3
C -2.510202 -0.218323 0.916493 -0.8 -1.3 2.6
C -1.507514 -1.332903 0.663245 2.0 -0.6 -2.0
C -1.185089 -0.137627 -0.179150 1.3 0.2 1.2
C -0.141244 0.709996 0.360835 1.1 -0.1 -0.9
C 1.196447 0.252640 0.082630 -0.7 -1.5 1.2
C 2.419598 0.775620 0.245691 0.1 0.5 -0.9
O 3.515465 0.181210 -0.440684 -0.7 0.2 1.4
C -1.553408 0.041368 -1.598137 0.5 1.3 -1.3
H -3.387470 -0.085219 0.304151 -0.2 -0.4 0.1
H -2.377786 0.507346 1.697376 0.2 0.1 -0.1
H -3.059833 -1.265256 2.232441 0.1 1.0 -1.4
H -1.804414 -2.283654 0.221239 -0.7 0.4 -0.3
H -0.635128 -1.580789 1.270302 -0.8 0.6 1.1
H -0.209402 1.760675 0.615812 -0.6 0.2 -0.5
H 1.205260 -0.765680 -0.312060 0.2 0.1 -0.4
H 2.609814 1.743532 0.702387 0.1 -0.1 -0.1
H 3.815129 -0.470378 0.206893 0.4 -0.1 -0.4
H -0.633690 0.058032 -2.207854 0.3 0.2 0.6
H -1.893724 1.103113 -1.691543 -0.5 -1.0 -0.5
H -2.026373 -0.775079 -2.154146 -1.2 0.4 0.7
```
Forces are in eV/Å.

Mulliken atomic charge list, values in e, 2 entries:
1 C -1.090
2 C -0.515


# 5
Computed, not measured: C7H12O in the gas phase at a distorted geometry, with wB97M-V/def2-TZVPD.

Summary:
max |F|: 1.5 eV/Å
E_tot: -9499.335 eV
structure (SMILES): C=CC(=C)CCCO
orbital gap: 10.6 eV
relative energy (zero: lowest compared OMol25 entry of this formula, charge and spin): 1.483 eV
HOMO energy: -9.607 eV
LUMO level: 0.995 eV
charge: 0

XYZ file:
```
20
Properties=species:S:1:pos:R:3:forces:R:3
C -2.115878 0.613954 -1.394236 -0.1 -0.4 0.5
C -2.146410 -0.147380 -0.299658 -0.1 0.7 -0.3
C -0.971812 -0.304643 0.576898 1.2 -0.5 0.6
C -0.805778 0.338597 1.736052 -0.7 0.4 -0.3
C 0.116271 -1.263649 0.118432 0.4 0.3 0.0
C 1.195755 -0.556337 -0.755178 0.0 -0.8 0.7
C 2.188869 0.233279 0.107144 -0.3 0.7 0.4
O 2.047541 1.650279 -0.077303 1.3 -0.6 -0.4
H -2.982571 0.802409 -2.009472 -0.1 -0.2 -0.1
H -1.191642 1.091464 -1.675335 0.1 0.2 -0.1
H -3.045550 -0.653926 0.034311 -0.1 0.0 -0.2
H 0.043925 0.223126 2.393000 0.1 -0.3 -0.1
H -1.545042 1.053893 2.074837 -0.1 0.0 0.0
H -0.302291 -2.133095 -0.386243 -0.1 0.1 -0.2
H 0.639144 -1.633073 1.002967 -0.1 -0.2 0.0
H 0.725631 0.136176 -1.440702 0.1 0.0 -0.4
H 1.729259 -1.329753 -1.309844 -0.1 0.1 -0.2
H 3.236080 -0.002837 -0.072336 -0.1 0.0 -0.3
H 2.012391 0.039283 1.173286 0.1 -0.3 -0.1
H 1.172107 1.842233 0.203381 -1.2 0.5 0.4
```
Forces are in eV/Å.

Mulliken atomic charge list, values in e, 2 entries:
1 C -0.646
2 C -0.334


# 6
Computed, not measured: an isolated ion of composition C7H12O and charge +1 at a distorted geometry, with wB97M-V/def2-TZVPD.

Summary:
max |F|: 8.5 eV/Å
E_tot: -9489.912 eV
<S²>: 0.773
orbital gap (spin up / spin down): 9.6 / 5.6 eV
relative energy (zero: lowest compared OMol25 entry of this formula, charge and spin): 1.206 eV
multiplicity: 2
HOMO energy (spin up / spin down): -13.904 / -13.900 eV
LUMO level (spin up / spin down): -4.267 / -8.258 eV
charge: +1

XYZ file:
```
20
Properties=species:S:1:pos:R:3:forces:R:3
C -2.585609 1.421275 -0.822765 2.4 0.3 -1.5
O -2.384132 0.145827 -1.478185 0.3 -0.2 -1.4
C -1.684435 1.239580 0.404112 0.2 1.0 2.0
C -0.116350 1.170773 0.164719 -2.4 -3.6 -2.3
C 0.393603 -0.241836 -0.083346 -4.7 3.9 -2.9
C 1.351827 -0.690333 0.663422 5.8 -5.7 2.3
C 1.999442 -2.009042 0.438117 -4.8 -0.1 -2.7
C 3.258171 -2.257683 0.738260 3.1 1.1 2.1
H -3.645093 1.505021 -0.616711 0.0 0.4 0.3
H -2.180288 2.307038 -1.485689 -1.0 -1.6 1.2
H -2.325261 0.156538 -2.464156 -0.4 0.5 1.3
H -2.051201 0.352139 0.986341 0.5 0.6 -0.6
H -1.732583 2.085166 1.151019 -0.5 -0.6 -0.9
H 0.480157 1.442690 0.910703 1.6 1.9 3.7
H 0.209580 1.760031 -0.646733 0.0 0.9 -1.5
H -0.099401 -0.683134 -0.953565 0.4 -0.7 0.5
H 1.948125 -0.245287 1.452364 -0.7 1.2 0.0
H 1.444191 -2.821547 -0.184755 0.8 1.7 1.1
H 3.843740 -1.560042 1.360440 -0.5 0.0 -0.3
H 3.875526 -3.077176 0.466405 -0.2 -1.0 -0.6
```
Forces are in eV/Å.

Mulliken atomic charge list, values in e, 2 entries:
1 C -0.347
2 O -0.546


# 7
Computed, not measured: a 2-piece molecular cluster, C7H12O2 overall at a distorted geometry, with wB97M-V/def2-TZVPD.

Summary:
max |F|: 2.4 eV/Å
E_tot: -11544.733 eV
structure (SMILES): C/C=C(/C)O.C#COC
orbital gap: 9.1 eV
relative energy (zero: lowest compared OMol25 entry of this formula, charge and spin): 3.671 eV
HOMO energy: -8.202 eV
LUMO level: 0.853 eV
charge: 0

XYZ file:
```
21
Properties=species:S:1:pos:R:3:forces:R:3
C 1.186038 -1.998309 0.745926 0.0 0.0 0.0
C 0.735213 -0.606843 1.040961 -0.2 1.1 -0.7
C 1.137299 0.519487 0.399810 0.8 -1.3 1.9
C 0.708376 1.880647 0.867805 -0.2 0.3 -0.6
O 2.232633 0.538845 -0.441110 -0.7 0.0 -0.3
H 1.295048 -2.161012 -0.330411 0.1 -0.1 0.0
H 2.140476 -2.206913 1.237321 0.0 -0.2 -0.1
H 0.443793 -2.715588 1.111221 0.2 0.1 -0.1
H -0.004413 -0.512002 1.833238 0.0 0.2 -0.3
H 1.070276 2.091254 1.877800 0.0 -0.1 -0.1
H 1.085487 2.657760 0.194928 0.0 -0.2 0.1
H -0.384004 1.955669 0.862335 0.2 0.0 0.1
H 2.418680 -0.357733 -0.761225 -0.1 0.2 0.2
C -0.519243 0.557626 -2.694770 0.4 -0.1 0.6
C -0.925870 -0.075849 -1.751173 -1.4 -1.1 0.2
O -1.630473 -0.850239 -0.904629 1.3 1.3 -1.5
C -2.567678 -0.097963 -0.140986 -0.7 0.2 0.9
H 0.050935 1.140375 -3.384537 -0.2 -0.1 0.1
H -3.548335 -0.573258 -0.223949 0.1 0.0 -0.1
H -2.268152 -0.136555 0.910881 0.0 0.1 -0.1
H -2.656085 0.950602 -0.449437 0.2 -0.3 -0.1
```
Forces are in eV/Å.

Mulliken atomic charge list, values in e, 2 entries:
1 C -1.630
2 C 0.144


# 8
Computed, not measured: C7H12O2 in the gas phase at a distorted geometry, with wB97M-V/def2-TZVPD.

Summary:
max |F|: 4.0 eV/Å
E_tot: -11546.409 eV
structure (SMILES): C=C[C@@H](O)[C@@](C)(O)C=C
orbital gap: 10.4 eV
relative energy (zero: lowest compared OMol25 entry of this formula, charge and spin): 1.995 eV
HOMO energy: -9.581 eV
LUMO level: 0.825 eV
charge: 0

XYZ file:
```
21
Properties=species:S:1:pos:R:3:forces:R:3
C -1.289581 2.515420 0.648326 0.5 -0.3 -0.3
C -0.075186 2.003076 0.859938 0.6 -0.6 -1.1
C 0.696996 0.873351 -0.040517 -2.2 2.8 1.9
O 1.976549 0.785048 0.551501 0.0 -0.8 0.1
C -0.134695 -0.407177 -0.026565 1.8 -2.7 -1.9
C -0.325147 -1.038318 1.348492 0.0 0.1 0.2
O -1.379725 -0.241729 -0.673531 0.0 0.5 0.1
C 0.747875 -1.445542 -0.967889 -1.2 0.5 0.6
C 0.469679 -1.734930 -2.243723 -0.1 0.2 0.7
H -1.929676 2.167873 -0.158115 0.1 0.0 0.1
H -1.664426 3.342663 1.246343 0.1 -0.2 0.1
H 0.528686 2.419756 1.665843 0.1 -0.3 -0.1
H 0.791293 1.293233 -1.045547 -0.2 -0.3 -0.1
H 2.350448 -0.097373 0.413995 -0.1 0.3 -0.1
H -1.068250 -0.484322 1.930477 0.2 0.1 -0.1
H -0.696125 -2.064354 1.251316 0.1 0.1 -0.1
H 0.608231 -1.070641 1.918526 -0.1 0.0 -0.1
H -1.844983 -1.092660 -0.637032 0.3 0.3 0.0
H 1.560755 -1.980851 -0.477878 0.0 0.1 0.0
H 1.023064 -2.494815 -2.790414 0.1 0.2 0.1
H -0.345783 -1.247709 -2.773547 0.1 0.0 0.1
```
Forces are in eV/Å.

Mulliken atomic charge list, values in e, 2 entries:
1 C -0.684
2 C -0.418